Run P
{"formula": "C2H8NO2P", "method": "ωB97M-V with the def2-TZVPD basis set", "homo_lumo_gap_ev": 10.1, "species": ["C", "C", "N", "O", "O", "P", "H", "H", "H", "H", "H", "H", "H", "H"], "positions_angstrom": [[0.525, -1.800, 0.167], [-0.015, -0.010, 0.515], [-1.395, 0.119, 0.560], [-0.516, 2.374, -0.668], [1.968, 1.497, -0.641], [0.574, 1.102, -0.743], [0.532, -2.008, -0.996], [-0.234, -2.355, 0.751], [1.446, -2.192, 0.697], [0.382, 0.068, 1.569], [-1.862, -0.039, 1.421], [-1.774, -0.432, -0.245], [0.124, 3.005, -0.326], [0.247, 0.670, -2.062]], "nbo_charge": [-0.66, -0.42, -0.84, -0.96, -1.09, 1.95, 0.21, 0.20, 0.22, 0.25, 0.38, 0.37, 0.49, -0.12]}

***

Run Q
{"formula": "C2H8NO2P", "method": "ωB97M-V with the def2-TZVPD basis set", "homo_lumo_gap_ev": 10.1, "smiles": "CP(C)(=O)NO", "species": ["C", "C", "N", "O", "O", "P", "H", "H", "H", "H", "H", "H", "H", "H"], "positions_angstrom": [[1.357, 0.519, -1.093], [0.230, -0.423, 1.572], [-1.225, -0.172, -0.946], [-0.391, 1.960, 0.521], [-2.284, -0.988, -0.410], [-0.082, 0.606, 0.096], [1.141, 1.249, -1.907], [2.399, 0.718, -0.775], [1.244, -0.584, -1.338], [1.316, -0.098, 1.819], [-0.417, -0.111, 2.421], [0.393, -1.535, 1.549], [-1.651, 0.760, -1.327], [-2.030, -1.901, -0.180]], "nbo_charge": [-1.00, -1.05, -0.67, -1.10, -0.58, 2.02, 0.26, 0.25, 0.24, 0.25, 0.27, 0.25, 0.39, 0.48]}

***

Tell me which of them is the least stable. Sure, it is run Q.

***

Run P
{"formula": "CH4N2", "method": "ωB97M-V with the def2-TZVPD basis set", "homo_lumo_gap_ev": 10.3, "species": ["C", "N", "N", "H", "H", "H", "H"], "positions_angstrom": [[0.219, -0.410, 0.409], [0.364, 0.694, -0.462], [-0.863, 0.020, -0.463], [0.840, -1.387, 0.282], [0.370, -0.166, 1.466], [0.031, 1.905, 0.137], [-0.961, -0.656, -1.369]], "nbo_charge": [-0.14, -0.40, -0.46, 0.18, 0.18, 0.29, 0.34]}

***

Run Q
{"formula": "CH4N2", "method": "ωB97M-V with the def2-TZVPD basis set", "homo_lumo_gap_ev": 10.6, "smiles": "C1NN1", "species": ["C", "N", "N", "H", "H", "H", "H"], "positions_angstrom": [[-0.131, 0.417, -0.185], [-0.345, -0.986, -0.052], [0.778, -0.336, 0.606], [-0.029, 0.709, -1.172], [-0.599, 1.114, 0.420], [-1.154, -1.334, 0.637], [1.607, -0.653, 0.302]], "nbo_charge": [-0.10, -0.47, -0.47, 0.17, 0.17, 0.34, 0.35]}

***

Run R
{"formula": "CH4N2", "method": "ωB97M-V with the def2-TZVPD basis set", "homo_lumo_gap_ev": 10.6, "smiles": "[H]/N=C\\N", "species": ["N", "C", "N", "H", "H", "H", "H"], "positions_angstrom": [[0.691, 0.198, -0.844], [-0.319, -0.330, -0.068], [-0.516, -0.079, 1.155], [1.563, 0.516, -0.543], [0.169, 0.680, -1.592], [-0.731, -0.987, -0.910], [-0.308, 0.936, 1.274]], "nbo_charge": [-0.87, 0.30, -0.70, 0.39, 0.38, 0.16, 0.35]}

***

Tell me which of them is the least stable. Sure, it is run P.

***

Run P
{"formula": "H19O10", "method": "ωB97M-V with the def2-TZVPD basis set", "charge": -1, "homo_lumo_gap_ev": 10.3, "species": ["O", "H", "O", "H", "H", "O", "H", "H", "O", "H", "H", "O", "H", "H", "O", "H", "H", "O", "H", "H", "O", "H", "H", "O", "H", "H", "O", "H", "H"], "positions_angstrom": [[0.019, 0.309, 0.473], [-0.203, -0.396, -0.216], [3.285, 0.906, -0.097], [2.798, 1.167, 0.529], [2.594, 0.712, -0.682], [1.780, 0.846, 2.429], [2.435, 0.199, 2.769], [1.082, 0.603, 1.618], [-1.023, -1.429, -3.073], [-0.844, -1.302, -3.962], [-0.630, -0.698, -2.827], [0.918, -2.291, 1.307], [0.595, -1.355, 1.343], [1.504, -2.462, 0.610], [-2.488, 0.007, 1.619], [-3.182, 0.209, 1.041], [-1.638, 0.370, 1.202], [-1.508, 1.619, -2.009], [-1.016, 1.393, -1.303], [-2.442, 1.169, -1.918], [1.317, 0.520, -2.115], [1.520, 1.415, -2.235], [1.083, 0.576, -1.165], [-0.483, 2.841, 0.738], [-0.407, 1.862, 0.610], [-0.821, 2.881, 1.598], [-1.450, -3.526, 0.998], [-2.064, -3.223, 1.542], [-0.731, -2.923, 1.175]], "nbo_charge": [-1.28, 0.47, -0.92, 0.46, 0.45, -1.07, 0.48, 0.53, -0.91, 0.45, 0.47, -0.99, 0.52, 0.48, -0.99, 0.45, 0.51, -0.94, 0.47, 0.47, -0.96, 0.47, 0.48, -0.99, 0.49, 0.45, -0.96, 0.45, 0.49]}

***

Run Q
{"formula": "H19O10", "method": "ωB97M-V with the def2-TZVPD basis set", "charge": -1, "homo_lumo_gap_ev": 8.9, "species": ["O", "H", "H", "O", "H", "H", "O", "H", "H", "O", "H", "H", "O", "H", "H", "O", "H", "H", "O", "H", "H", "O", "H", "H", "O", "H", "O", "H", "H"], "positions_angstrom": [[1.009, -0.665, 1.260], [-0.634, -1.860, -1.055], [1.212, -2.970, 2.698], [-2.104, -0.254, -2.772], [-1.761, -1.012, -2.614], [1.176, -0.316, 0.308], [2.562, 1.160, 1.779], [-3.072, -0.250, -2.974], [1.717, 1.687, 2.102], [1.054, 1.407, -2.795], [-0.537, 0.680, 2.017], [1.116, -1.567, 1.052], [-1.479, 0.223, 1.923], [1.238, -1.286, -1.585], [1.220, 0.420, -2.320], [-2.828, 2.631, 0.158], [-2.588, 2.745, -0.655], [-2.274, 1.917, 0.540], [-0.086, 2.169, -0.488], [0.015, 2.307, 0.553], [-1.891, -2.742, -0.681], [-1.196, -2.513, -1.353], [2.028, -1.672, 2.841], [-1.505, -0.102, 1.011], [2.102, -2.611, 2.942], [2.471, 0.284, 1.788], [0.864, -0.684, -0.890], [1.809, 1.710, -2.394], [0.363, 1.163, -0.398]], "nbo_charge": [-1.07, 0.51, 0.47, -0.93, 0.47, 0.50, -0.96, 0.46, 0.46, -0.97, 0.48, 0.46, -0.96, 0.46, 0.48, -0.95, 0.46, 0.49, -0.95, 0.42, 0.47, -0.99, 0.49, 0.48, -0.96, 0.48, -1.24, 0.44, 0.51]}

***

Tell me which of them is the least stable. Sure, it is run Q.

***

Run P
{"formula": "C3H10NO", "method": "ωB97M-V with the def2-TZVPD basis set", "charge": 1, "homo_lumo_gap_ev": 10.4, "species": ["C", "O", "H", "H", "H", "H", "C", "C", "N", "H", "H", "H", "H", "H", "H"], "positions_angstrom": [[2.611, -0.353, -0.042], [1.347, -0.687, 0.404], [2.437, 0.307, -0.894], [3.248, -1.125, -0.387], [3.175, 0.187, 0.813], [1.531, -1.060, 1.277], [-2.135, -0.693, -0.381], [-1.263, 1.606, 0.106], [-1.087, 0.311, 0.043], [-3.063, -0.138, -0.349], [-1.894, -1.203, -1.397], [-2.354, -1.413, 0.447], [-2.250, 2.132, -0.111], [-0.279, 2.086, 0.259], [-0.025, 0.042, 0.213]], "nbo_charge": [-0.25, -0.73, 0.19, 0.20, 0.18, 0.50, -0.45, 0.09, -0.42, 0.23, 0.27, 0.25, 0.25, 0.23, 0.47]}

***

Run Q
{"formula": "C3H10NO", "method": "ωB97M-V with the def2-TZVPD basis set", "charge": 1, "homo_lumo_gap_ev": 9.4, "species": ["C", "N", "H", "H", "H", "H", "C", "O", "C", "H", "H", "H", "H", "H", "H"], "positions_angstrom": [[-1.267, 1.965, -2.557], [-1.261, 0.965, -1.784], [-2.142, 1.897, -3.271], [-0.520, 2.724, -2.737], [-0.403, 0.645, -1.204], [-1.835, 0.131, -1.790], [1.087, -1.057, 0.850], [0.437, 0.101, 0.185], [0.760, -1.229, 2.360], [0.688, -1.976, 0.437], [2.121, -0.998, 0.499], [0.336, 0.734, 0.907], [1.408, -2.082, 2.738], [0.897, -0.335, 2.961], [-0.306, -1.485, 2.405]], "nbo_charge": [0.14, -0.59, 0.23, 0.25, 0.48, 0.44, -0.07, -0.79, -0.65, 0.18, 0.19, 0.49, 0.25, 0.22, 0.22]}

***

Tell me which of them is the least stable. Sure, it is run P.

***

Run P
{"formula": "C3H10NO", "method": "ωB97M-V with the def2-TZVPD basis set", "charge": 1, "homo_lumo_gap_ev": 9.7, "species": ["C", "O", "H", "H", "H", "H", "C", "C", "N", "H", "H", "H", "H", "H", "H"], "positions_angstrom": [[-0.570, -1.450, 2.015], [0.563, -0.659, 1.623], [-0.312, -2.303, 2.643], [-1.178, -0.770, 2.615], [-1.164, -1.743, 1.142], [1.386, -1.119, 1.861], [0.427, -0.067, -1.876], [-0.287, 2.086, -0.974], [0.176, 0.926, -0.758], [1.446, -0.378, -1.666], [0.369, 0.532, -2.777], [-0.324, -0.848, -1.819], [-0.789, 2.302, -1.911], [-0.145, 2.919, -0.295], [0.403, 0.573, 0.178]], "nbo_charge": [-0.26, -0.78, 0.20, 0.19, 0.17, 0.50, -0.41, 0.13, -0.40, 0.25, 0.23, 0.24, 0.22, 0.24, 0.48]}

***

Run Q
{"formula": "C3H10NO", "method": "ωB97M-V with the def2-TZVPD basis set", "charge": 1, "homo_lumo_gap_ev": 10.1, "species": ["C", "O", "C", "H", "H", "H", "H", "H", "H", "C", "N", "H", "H", "H", "H"], "positions_angstrom": [[1.003, 1.175, 0.891], [-0.164, 0.353, 1.232], [1.888, 0.449, -0.090], [0.571, 2.108, 0.483], [1.509, 1.396, 1.827], [0.136, -0.510, 1.667], [1.311, -0.047, -0.903], [2.625, 1.186, -0.511], [2.418, -0.457, 0.447], [-1.562, -1.614, -1.165], [-1.385, -0.346, -0.915], [-1.488, -2.304, -0.373], [-1.729, -2.025, -2.144], [-1.452, 0.303, -1.735], [-0.871, -0.111, -0.020]], "nbo_charge": [-0.08, -0.73, -0.65, 0.20, 0.21, 0.49, 0.19, 0.26, 0.22, 0.15, -0.59, 0.21, 0.23, 0.44, 0.46]}

***

Tell me which of them is the least stable. Sure, it is run Q.

***

Run P
{"formula": "C3H10NO", "method": "ωB97M-V with the def2-TZVPD basis set", "charge": 1, "homo_lumo_gap_ev": 8.5, "species": ["O", "C", "C", "N", "C", "H", "H", "H", "H", "H", "H", "H", "H", "H", "H"], "positions_angstrom": [[2.528, 0.695, -0.040], [1.464, -0.121, 0.430], [0.570, -0.124, -0.800], [-0.683, 0.236, -0.660], [-3.391, -0.653, 0.889], [3.197, 0.823, 0.649], [1.836, -1.136, 0.582], [0.899, 0.390, 1.209], [0.872, -0.749, -1.645], [0.424, 1.085, -0.966], [-1.112, 0.490, -1.569], [-4.074, -1.247, 0.276], [-3.950, 0.000, 1.541], [-2.699, -0.161, 0.203], [-2.811, -1.439, 1.380]], "nbo_charge": [-0.72, -0.12, -0.03, -0.25, -0.84, 0.51, 0.23, 0.21, 0.27, 0.46, 0.41, 0.23, 0.24, 0.17, 0.22]}

***

Run Q
{"formula": "C3H10NO", "method": "ωB97M-V with the def2-TZVPD basis set", "charge": 1, "homo_lumo_gap_ev": 6.9, "species": ["C", "N", "H", "H", "H", "H", "H", "H", "O", "C", "C", "H", "H", "H", "H"], "positions_angstrom": [[-4.351, -1.233, 2.726], [-4.429, -1.763, 1.303], [-4.491, -0.156, 2.697], [-3.305, -1.412, 2.965], [-5.007, -1.711, 3.434], [-3.950, -1.091, 0.698], [-3.969, -2.670, 1.205], [-5.381, -1.817, 0.930], [6.815, 1.792, -1.910], [5.791, 1.923, -2.523], [4.401, 1.667, -1.989], [5.813, 1.875, -3.633], [4.126, 1.762, -0.950], [3.749, 2.206, -2.677], [4.187, 0.630, -2.275]], "nbo_charge": [-0.41, -0.67, 0.24, 0.24, 0.26, 0.45, 0.45, 0.45, -0.50, 0.44, -0.72, 0.10, 0.23, 0.22, 0.24]}

***

Tell me which of them is the least stable. Sure, it is run P.